# C84H189N7O14

14 unconnected molecules or ions with the total composition C84H189N7O14 in a non-equilibrium geometry (the ωB97M-V functional and the def2-TZVPD basis, the OMol25 dataset).

Each line ends with the Mulliken charge.
CARTESIAN COORDINATES (ANGSTROEM)
C (9.660, 10.005, -1.871)  -1.97
C (9.191, 8.763, -1.097)  1.51
C (7.703, 8.636, -1.360)  -1.16
C (7.038, 7.324, -0.826)  -0.71
C (7.833, 6.063, -1.470)  -1.28
C (9.419, 6.113, -1.214)  1.61
N (9.904, 7.522, -1.583)  0.21
O (11.269, 7.688, -1.308)  -0.47
C (9.685, 5.560, 0.205)  -1.62
C (10.043, 5.231, -2.277)  -2.04
C (9.306, 8.894, 0.462)  -1.70
H (10.581, 10.432, -1.475)  0.37
H (8.907, 10.792, -1.912)  0.42
H (9.738, 9.808, -2.940)  0.46
H (7.218, 9.455, -0.829)  0.47
H (7.451, 8.636, -2.420)  0.39
H (6.057, 7.214, -1.287)  0.40
H (6.897, 7.186, 0.246)  0.36
H (7.630, 5.958, -2.536)  0.44
H (7.492, 5.094, -1.103)  0.44
H (10.683, 5.825, 0.553)  0.35
H (9.009, 6.055, 0.903)  0.33
H (9.563, 4.485, 0.337)  0.40
H (9.612, 4.230, -2.316)  0.41
H (9.893, 5.610, -3.288)  0.47
H (11.119, 5.092, -2.169)  0.40
H (8.992, 9.915, 0.681)  0.43
H (10.368, 8.816, 0.695)  0.39
H (8.912, 8.057, 1.039)  0.31
H (11.557, 7.704, -2.223)  0.36
C (12.025, -4.487, -10.765)  -2.14
C (11.872, -4.243, -9.311)  1.64
C (12.732, -5.452, -8.625)  -1.26
C (13.112, -5.061, -7.061)  -0.71
C (13.736, -3.702, -6.965)  -1.04
C (12.874, -2.581, -7.512)  1.24
N (12.431, -2.926, -8.944)  0.42
O (11.821, -1.881, -9.711)  -0.47
C (11.762, -2.352, -6.420)  -1.68
C (13.790, -1.424, -7.496)  -1.81
C (10.378, -4.428, -8.853)  -1.73
H (11.495, -3.707, -11.311)  0.48
H (11.607, -5.416, -11.153)  0.42
H (13.087, -4.364, -10.979)  0.49
H (12.043, -6.291, -8.519)  0.45
H (13.625, -5.752, -9.173)  0.41
H (13.643, -5.930, -6.673)  0.42
H (12.133, -5.014, -6.584)  0.22
H (14.726, -3.643, -7.418)  0.41
H (13.801, -3.580, -5.884)  0.41
H (11.074, -1.552, -6.693)  0.38
H (11.091, -3.188, -6.221)  0.37
H (12.247, -2.120, -5.472)  0.46
H (13.860, -1.111, -6.455)  0.41
H (14.808, -1.550, -7.863)  0.40
H (13.303, -0.571, -7.969)  0.43
H (9.815, -3.507, -8.704)  0.31
H (10.352, -4.974, -7.911)  0.32
H (9.754, -4.971, -9.563)  0.42
H (12.448, -1.820, -10.436)  0.34
C (15.779, -0.230, 4.726)  -1.54
C (14.752, -0.801, 3.742)  1.43
C (15.168, -0.458, 2.263)  -1.29
C (16.167, -1.410, 1.542)  -0.62
C (15.592, -2.827, 1.665)  -1.17
C (15.447, -3.287, 3.152)  1.58
N (14.641, -2.262, 3.824)  0.39
O (14.285, -2.822, 5.115)  -0.50
C (14.860, -4.714, 3.126)  -2.08
C (16.808, -3.500, 3.816)  -1.77
C (13.313, -0.278, 4.071)  -1.78
H (15.488, 0.820, 4.749)  0.43
H (16.779, -0.337, 4.304)  0.38
H (15.780, -0.609, 5.748)  0.30
H (14.240, -0.368, 1.699)  0.46
H (15.495, 0.577, 2.157)  0.40
H (17.157, -1.437, 1.997)  0.29
H (16.367, -1.128, 0.509)  0.41
H (16.273, -3.383, 1.020)  0.40
H (14.638, -2.890, 1.142)  0.40
H (14.698, -5.132, 4.120)  0.50
H (13.949, -4.732, 2.529)  0.40
H (15.442, -5.519, 2.678)  0.38
H (17.432, -2.612, 3.715)  0.30
H (16.664, -3.803, 4.853)  0.37
H (17.514, -4.232, 3.424)  0.43
H (12.924, -0.641, 5.022)  0.38
H (12.467, -0.404, 3.395)  0.38
H (13.425, 0.803, 4.156)  0.42
H (13.505, -3.343, 4.912)  0.34
C (4.905, -3.823, 1.888)  -2.03
C (5.764, -4.015, 0.645)  1.50
C (7.187, -3.505, 1.120)  -1.23
C (8.312, -4.048, 0.164)  -0.70
C (8.095, -5.659, 0.103)  -1.34
C (6.714, -6.170, -0.432)  1.78
N (5.724, -5.518, 0.460)  0.24
O (4.440, -5.933, 0.253)  -0.47
C (6.517, -5.923, -1.974)  -1.59
C (6.563, -7.660, -0.219)  -2.15
C (5.374, -3.139, -0.539)  -1.70
H (5.101, -4.516, 2.707)  0.42
H (3.855, -3.870, 1.598)  0.44
H (5.031, -2.813, 2.278)  0.46
H (7.132, -2.418, 1.177)  0.47
H (7.370, -3.802, 2.153)  0.42
H (9.285, -3.753, 0.559)  0.43
H (8.230, -3.567, -0.811)  0.31
H (8.463, -6.199, 0.975)  0.44
H (8.930, -5.990, -0.515)  0.47
H (6.778, -4.894, -2.223)  0.23
H (6.867, -6.654, -2.702)  0.39
H (5.435, -5.938, -2.112)  0.40
H (7.410, -8.199, -0.641)  0.45
H (6.643, -7.846, 0.852)  0.49
H (5.663, -8.191, -0.529)  0.35
H (4.379, -3.427, -0.879)  0.42
H (6.014, -3.138, -1.421)  0.27
H (5.110, -2.134, -0.211)  0.43
H (4.311, -6.444, 1.055)  0.37
C (22.018, 0.644, -15.150)  -1.84
C (21.404, 1.509, -14.010)  1.58
C (20.656, 0.629, -12.993)  -1.11
C (20.403, 1.236, -11.589)  -0.73
C (21.793, 1.744, -11.119)  -1.29
C (22.485, 2.716, -11.962)  1.44
N (22.568, 2.167, -13.325)  0.42
O (23.502, 2.795, -14.218)  -0.50
C (21.742, 4.068, -11.826)  -1.68
C (23.939, 2.820, -11.403)  -1.92
C (20.390, 2.570, -14.557)  -1.74
H (21.283, 0.418, -15.923)  0.37
H (22.590, -0.175, -14.715)  0.42
H (22.789, 1.239, -15.640)  0.43
H (19.605, 0.404, -13.177)  0.30
H (21.110, -0.337, -12.775)  0.37
H (20.028, 0.427, -10.963)  0.40
H (19.654, 2.026, -11.638)  0.36
H (22.375, 0.834, -10.971)  0.41
H (21.652, 2.226, -10.151)  0.45
H (22.097, 4.773, -12.578)  0.38
H (20.676, 4.076, -12.053)  0.30
H (21.922, 4.458, -10.824)  0.44
H (23.815, 3.347, -10.457)  0.42
H (24.412, 1.838, -11.388)  0.41
H (24.496, 3.491, -12.056)  0.45
H (19.881, 3.188, -13.817)  0.28
H (19.606, 1.970, -15.018)  0.48
H (20.921, 3.197, -15.273)  0.37
H (24.195, 2.142, -14.340)  0.32
C (2.381, 2.629, -7.052)  -1.73
C (3.313, 2.091, -8.261)  1.38
C (4.411, 1.159, -7.725)  -1.22
C (3.965, -0.291, -7.345)  -0.71
C (3.308, -0.885, -8.609)  -1.32
C (2.055, -0.098, -9.155)  1.70
N (2.422, 1.424, -9.180)  0.12
O (1.295, 2.176, -9.613)  -0.46
C (1.784, -0.580, -10.562)  -1.70
C (0.812, -0.252, -8.190)  -1.59
C (4.003, 3.387, -8.844)  -1.84
H (1.462, 3.129, -7.359)  0.47
H (2.781, 3.352, -6.341)  0.42
H (2.168, 1.834, -6.337)  0.34
H (5.285, 1.085, -8.373)  0.38
H (4.764, 1.678, -6.834)  0.44
H (3.264, -0.195, -6.516)  0.30
H (4.794, -0.920, -7.019)  0.36
H (2.984, -1.911, -8.431)  0.57
H (4.113, -0.867, -9.344)  0.39
H (0.742, -0.468, -10.865)  0.38
H (2.386, 0.002, -11.260)  0.39
H (2.096, -1.621, -10.638)  0.38
H (0.666, 0.619, -7.551)  0.33
H (-0.019, -0.556, -8.827)  0.39
H (0.856, -1.209, -7.669)  0.35
H (3.371, 4.275, -8.862)  0.34
H (4.301, 3.106, -9.854)  0.47
H (4.883, 3.796, -8.349)  0.35
H (1.031, 2.688, -8.845)  0.32
C (15.977, 8.369, -8.529)  -1.64
C (15.630, 7.714, -7.110)  1.36
C (16.567, 6.532, -6.843)  -1.19
C (17.980, 6.899, -6.446)  -0.72
C (17.891, 7.766, -5.120)  -1.24
C (16.949, 8.989, -5.330)  1.71
N (15.561, 8.616, -5.884)  0.15
O (14.721, 9.696, -6.083)  -0.44
C (16.735, 9.553, -3.849)  -1.93
C (17.657, 10.091, -6.198)  -1.80
C (14.253, 7.017, -7.330)  -1.91
H (16.201, 9.435, -8.491)  0.32
H (15.075, 8.179, -9.111)  0.50
H (16.780, 8.055, -9.197)  0.32
H (16.241, 5.963, -5.972)  0.42
H (16.789, 5.950, -7.737)  0.43
H (18.374, 7.530, -7.243)  0.26
H (18.675, 6.067, -6.335)  0.42
H (18.930, 7.988, -4.877)  0.43
H (17.629, 7.198, -4.228)  0.43
H (16.291, 10.548, -3.864)  0.46
H (16.075, 8.990, -3.189)  0.43
H (17.656, 9.652, -3.276)  0.40
H (18.137, 9.705, -7.098)  0.34
H (16.991, 10.849, -6.609)  0.38
H (18.408, 10.623, -5.615)  0.43
H (14.082, 6.394, -8.208)  0.47
H (13.450, 7.744, -7.453)  0.45
H (13.934, 6.199, -6.683)  0.36
H (14.255, 9.698, -5.244)  0.37
C (16.604, -3.963, -16.441)  -1.39
C (17.747, -4.949, -16.036)  0.52
C (17.393, -5.427, -14.554)  -1.20
O (17.812, -6.029, -16.933)  -0.51
H (16.445, -3.770, -17.503)  0.48
H (16.826, -2.934, -16.159)  0.31
H (15.639, -4.255, -16.027)  0.31
H (18.713, -4.455, -16.139)  0.22
H (16.601, -6.176, -14.569)  0.30
H (17.144, -4.622, -13.863)  0.33
H (18.281, -5.765, -14.021)  0.34
H (17.412, -5.684, -17.735)  0.30
C (12.102, 0.253, -19.007)  -1.24
C (11.072, -0.744, -18.375)  0.45
C (11.240, -2.145, -18.954)  -1.19
O (11.462, -0.883, -17.087)  -0.55
H (11.713, 0.629, -19.953)  0.35
H (13.065, -0.233, -19.159)  0.29
H (12.344, 1.132, -18.410)  0.32
H (10.075, -0.308, -18.433)  0.25
H (10.597, -2.892, -18.488)  0.36
H (12.259, -2.520, -18.869)  0.28
H (11.057, -2.095, -20.028)  0.34
H (10.815, -1.339, -16.544)  0.32
C (17.163, -11.326, -0.146)  -1.48
C (17.483, -12.228, -1.316)  0.74
C (16.645, -11.971, -2.587)  -1.26
O (18.817, -12.050, -1.570)  -0.56
H (17.677, -10.365, -0.164)  0.42
H (17.437, -11.799, 0.798)  0.37
H (16.132, -10.993, -0.024)  0.34
H (17.356, -13.279, -1.054)  0.12
H (15.715, -12.526, -2.462)  0.35
H (17.093, -12.559, -3.388)  0.34
H (16.547, -10.934, -2.906)  0.31
H (19.175, -11.486, -0.881)  0.31
C (21.462, -4.449, -6.269)  -1.31
C (22.824, -4.059, -6.846)  0.50
C (22.851, -4.367, -8.348)  -1.29
O (22.795, -2.708, -6.720)  -0.55
H (21.295, -4.080, -5.257)  0.34
H (21.297, -5.526, -6.309)  0.35
H (20.665, -3.970, -6.838)  0.32
H (23.541, -4.505, -6.157)  0.29
H (21.946, -4.180, -8.926)  0.33
H (23.005, -5.414, -8.613)  0.37
H (23.606, -3.728, -8.805)  0.31
H (23.082, -2.465, -5.837)  0.34
C (13.944, -9.426, -17.883)  -1.35
C (14.430, -10.486, -16.832)  0.57
C (13.274, -11.099, -16.138)  -1.15
O (15.289, -11.385, -17.464)  -0.55
H (14.706, -8.921, -18.477)  0.36
H (13.543, -8.536, -17.399)  0.35
H (13.280, -9.920, -18.592)  0.35
H (15.013, -10.002, -16.048)  0.17
H (13.002, -10.529, -15.249)  0.33
H (13.482, -12.104, -15.770)  0.33
H (12.309, -11.011, -16.637)  0.27
H (15.569, -11.968, -16.755)  0.32
C (13.486, 3.959, -13.841)  -1.22
C (12.403, 4.909, -14.429)  0.47
C (11.012, 4.370, -14.167)  -1.17
O (12.343, 6.128, -13.690)  -0.53
H (13.456, 4.102, -12.761)  0.32
H (14.396, 4.426, -14.218)  0.34
H (13.480, 2.939, -14.225)  0.34
H (12.580, 5.168, -15.473)  0.24
H (10.737, 4.211, -13.124)  0.27
H (10.885, 3.427, -14.698)  0.32
H (10.302, 5.018, -14.679)  0.35
H (12.958, 6.152, -12.953)  0.28
C (10.324, -14.391, -8.396)  -1.28
C (10.655, -12.880, -8.567)  0.44
C (12.167, -12.734, -8.340)  -1.16
O (10.247, -12.420, -9.887)  -0.53
H (10.731, -14.885, -7.513)  0.37
H (10.731, -14.866, -9.288)  0.33
H (9.238, -14.463, -8.457)  0.33
H (10.155, -12.261, -7.823)  0.25
H (12.338, -11.700, -8.038)  0.30
H (12.784, -13.035, -9.187)  0.30
H (12.497, -13.375, -7.523)  0.33
H (10.196, -13.162, -10.494)  0.31

Charge: 0
Energy relative to the best compared isomer or geometry (same formula, charge and spin) (kcal/mol): 251.6
Largest force on an atom (eV Å⁻¹): 4.15
Spin multiplicity: 1
HOMO-LUMO gap (eV): 7.96